Entry from the OMol25 dataset: C44H106BrMnN6O16S as an isolated structure in a non-equilibrium geometry (wB97M-V/def2-TZVPD).

Geometry as XYZ:
```
175
Properties=species:S:1:pos:R:3:mulliken_charge:R:1
Mn -2.564 2.859 0.967 1.236
Br -0.845 1.467 -0.372 0.201
S -2.001 5.239 2.185 1.298
O -1.339 5.519 3.427 -0.744
O -1.224 4.396 1.349 -0.902
O -3.153 4.322 2.276 -0.787
O -2.358 6.506 1.590 -0.784
C 6.494 6.951 3.501 -0.819
O 5.301 6.301 3.046 -0.288
C 5.182 4.898 3.373 -0.677
C 3.923 4.353 2.795 -0.286
N 3.835 4.619 1.352 -0.327
C 2.514 4.382 0.785 -0.858
C 2.426 4.501 -0.772 -0.003
O 2.686 5.837 -1.054 -0.405
C 2.663 6.299 -2.460 -0.709
H 6.423 8.038 3.458 0.254
H 7.387 6.557 3.015 0.323
H 6.725 6.775 4.551 0.302
H 5.104 4.781 4.454 0.362
H 6.071 4.454 2.927 0.381
H 2.999 4.690 3.264 0.283
H 3.934 3.269 2.911 0.189
H 4.104 5.550 1.069 0.347
H 1.775 5.012 1.280 0.529
H 2.125 3.375 0.936 0.184
H 1.396 4.284 -1.054 0.111
H 3.240 3.892 -1.166 0.222
H 1.681 6.004 -2.828 0.204
H 3.431 5.777 -3.031 0.296
H 2.677 7.381 -2.591 0.272
C 2.071 -1.281 10.328 -0.722
O 1.632 -2.256 9.459 -0.327
C 2.609 -2.843 8.573 -0.677
C 3.368 -1.928 7.579 -0.709
N 2.628 -1.417 6.379 -0.341
C 1.549 -0.522 6.780 -0.579
C 0.924 0.235 5.607 0.127
O 1.567 1.484 5.382 -0.438
C 1.098 2.184 4.206 -0.037
H 2.614 -0.463 9.855 0.285
H 2.824 -1.720 10.983 0.329
H 1.233 -0.854 10.879 0.237
H 2.101 -3.525 7.892 0.311
H 3.374 -3.386 9.128 0.432
H 4.229 -2.440 7.148 0.474
H 3.824 -1.082 8.093 0.418
H 3.192 -0.806 5.806 0.269
H 1.896 0.161 7.556 0.200
H 0.781 -1.141 7.245 0.405
H -0.163 0.236 5.690 0.064
H 1.063 -0.364 4.707 0.004
H 1.657 3.071 3.908 -0.146
H 0.140 2.593 4.528 0.332
H 0.996 1.450 3.407 0.126
C 3.089 -0.457 -0.071 -0.212
O 3.774 -0.292 -1.274 -0.531
C 2.990 0.510 -2.208 0.697
C 3.382 0.133 -3.666 -0.562
N 4.695 0.550 -4.099 -0.259
C 4.937 0.676 -5.511 -0.549
C 4.093 1.729 -6.195 -0.206
O 4.329 1.698 -7.589 -0.381
C 3.572 2.622 -8.333 -0.714
H 3.251 0.345 0.649 0.266
H 3.527 -1.348 0.378 0.296
H 2.023 -0.570 -0.267 -0.025
H 3.208 1.573 -2.102 -0.235
H 1.951 0.187 -2.155 0.014
H 2.721 0.752 -4.274 -0.213
H 3.081 -0.862 -3.994 0.539
H 5.365 -0.058 -3.649 0.267
H 4.816 -0.313 -5.954 0.296
H 5.976 1.000 -5.550 0.321
H 4.182 2.712 -5.734 0.330
H 3.035 1.574 -5.984 0.177
H 3.801 2.391 -9.373 0.254
H 3.846 3.653 -8.109 0.287
H 2.499 2.497 -8.190 0.295
C -2.356 4.716 -1.768 -0.974
O -3.179 4.195 -0.706 0.203
C -4.509 3.800 -1.211 -0.814
C -5.311 3.189 -0.053 -0.978
N -4.486 2.051 0.430 -0.017
C -4.584 0.856 -0.483 -0.419
C -6.017 0.406 -0.922 -1.131
O -6.466 1.158 -2.057 -0.239
C -7.749 0.694 -2.574 -0.835
H -2.094 4.009 -2.555 0.246
H -1.552 5.317 -1.344 0.169
H -2.897 5.565 -2.184 0.429
H -4.461 3.081 -2.029 0.502
H -5.089 4.666 -1.532 0.386
H -6.335 2.932 -0.325 0.460
H -5.386 3.850 0.811 0.639
H -4.916 1.801 1.309 0.366
H -4.202 0.058 0.154 -0.047
H -4.014 1.109 -1.377 0.246
H -6.698 0.552 -0.084 0.577
H -5.946 -0.678 -1.008 0.679
H -8.449 0.682 -1.739 0.347
H -7.674 -0.313 -2.984 0.277
H -8.053 1.375 -3.370 0.233
C -2.009 -6.553 3.126 -2.245
C -1.534 -5.805 1.956 2.066
C -2.786 -5.197 1.263 -1.967
C -2.581 -3.970 0.427 0.360
C -1.740 -2.953 1.130 -1.101
C -0.345 -3.601 1.591 1.587
N -0.610 -4.794 2.429 0.453
O 0.586 -5.393 2.888 -0.554
C 0.504 -3.756 0.354 -0.866
C 0.249 -2.514 2.492 -2.161
C -0.988 -6.948 1.078 -1.726
H -1.280 -7.158 3.666 0.350
H -2.875 -7.180 2.915 0.365
H -2.304 -5.781 3.836 0.536
H -3.188 -5.930 0.562 0.466
H -3.562 -4.902 1.969 0.367
H -3.583 -3.566 0.279 0.409
H -2.188 -4.221 -0.559 -0.186
H -2.372 -2.613 1.950 -0.013
H -1.550 -2.010 0.616 0.823
H 1.508 -4.132 0.551 0.439
H 0.080 -4.496 -0.324 0.046
H 0.569 -2.749 -0.058 -0.138
H -0.373 -2.241 3.345 0.475
H 1.271 -2.793 2.747 0.577
H 0.344 -1.595 1.914 0.101
H -0.321 -6.589 0.294 0.350
H -1.723 -7.602 0.610 0.409
H -0.381 -7.629 1.674 0.333
H 0.613 -5.233 3.834 0.359
C -3.882 -2.232 -2.826 -1.171
C -2.597 -2.397 -3.664 1.115
C -1.411 -1.949 -2.722 0.902
C 0.054 -2.290 -3.263 0.212
C 0.110 -3.739 -3.719 -1.555
C -1.044 -4.236 -4.696 1.697
N -2.335 -3.813 -4.113 0.991
O -3.441 -4.299 -4.800 -0.606
C -0.666 -3.744 -6.065 -1.878
C -1.075 -5.770 -4.697 -2.044
C -2.662 -1.388 -4.904 -1.564
H -3.987 -1.168 -2.610 0.043
H -3.933 -2.755 -1.872 0.073
H -4.744 -2.634 -3.358 0.518
H -1.451 -0.877 -2.529 0.057
H -1.567 -2.399 -1.741 -1.389
H 0.746 -2.095 -2.443 0.107
H 0.275 -1.633 -4.104 0.272
H 0.215 -4.348 -2.821 0.184
H 1.042 -3.818 -4.279 0.505
H 0.402 -3.932 -6.167 0.436
H -1.108 -4.418 -6.799 0.399
H -0.774 -2.679 -6.272 0.291
H -1.234 -6.018 -3.648 0.369
H -1.879 -6.216 -5.282 0.405
H -0.127 -6.186 -5.041 0.408
H -3.070 -0.427 -4.591 0.393
H -3.182 -1.817 -5.760 0.330
H -1.648 -1.184 -5.248 0.100
H -3.665 -5.056 -4.255 0.326
C -2.236 0.246 3.128 -0.259
O -2.827 1.385 2.635 -0.671
H -2.907 -0.582 2.898 0.441
H -1.288 0.148 2.598 -0.097
H -2.044 0.404 4.189 0.218
H -3.746 1.212 2.850 0.183
C 0.629 2.444 -3.870 -0.075
O -0.117 1.273 -3.668 -0.221
H 0.289 3.204 -3.166 -0.125
H 1.696 2.323 -3.679 -0.083
H 0.468 2.761 -4.900 0.277
H -0.255 1.155 -2.725 -0.322
```

Output
* DFT total energy: -201239.635 eV
* Kohn-Sham gap (spin up / spin down): 6.0 / 6.2 eV
* E_LUMO (spin up / spin down): 1.570 / 1.562 eV
* energy above the lowest of the compared OMol25 structures with the same formula, charge and spin: 6.2 kcal/mol
* molar mass: 1142.3 u
* spin multiplicity: 6
* charge: -1



Entry from the OMol25 dataset: C44H108F12N10O20PdS4 as an isolated structure in a non-equilibrium geometry (wB97M-V/def2-TZVPD).

Geometry as XYZ:
```
199
Properties=species:S:1:pos:R:3:mulliken_charge:R:1
Pd 0.049 -23.264 4.202 0.741
C 3.847 -20.908 -0.366 0.739
F 2.809 -20.117 -0.321 -0.182
F 4.568 -20.682 -1.518 -0.203
F 4.643 -20.530 0.667 -0.211
S 3.283 -22.797 -0.223 1.037
O 1.866 -22.863 -0.185 -0.610
O 3.799 -23.521 -1.354 -0.471
N 3.675 -23.331 1.377 -0.088
S 5.253 -23.525 1.295 0.916
O 5.977 -22.775 0.283 -0.506
O 5.825 -23.468 2.662 -0.588
C 5.318 -25.410 0.771 0.716
F 4.862 -25.596 -0.449 -0.160
F 6.566 -25.879 0.840 -0.174
F 4.553 -26.043 1.612 -0.213
C -5.771 -21.805 1.719 0.706
F -5.195 -20.823 1.046 -0.201
F -7.125 -21.836 1.492 -0.247
F -5.278 -22.916 1.172 -0.235
S -5.444 -21.802 3.623 0.962
O -6.615 -21.260 4.332 -0.561
O -5.232 -23.261 3.894 -0.687
N -3.914 -21.001 3.857 -0.358
S -4.342 -19.478 3.691 0.942
O -3.103 -18.854 3.193 -0.693
O -5.572 -19.101 3.024 -0.566
C -4.513 -18.794 5.507 0.627
F -4.661 -17.463 5.465 -0.222
F -5.560 -19.358 6.111 -0.201
F -3.361 -18.995 6.219 -0.250
C -2.619 -24.659 -5.899 -0.940
C -3.073 -25.166 -7.198 -0.229
O -4.297 -25.736 -6.952 -0.504
H -3.290 -23.898 -5.502 0.275
H -1.593 -24.298 -5.966 0.321
H -2.594 -25.460 -5.160 0.269
H -2.339 -25.923 -7.475 0.227
H -3.067 -24.400 -7.974 0.272
H -4.974 -25.100 -7.194 0.309
C -11.339 -14.770 6.744 -1.055
C -11.737 -14.625 5.327 -0.157
O -10.633 -14.064 4.589 -0.514
H -10.447 -15.375 6.902 0.295
H -12.197 -15.253 7.211 0.332
H -11.217 -13.835 7.291 0.281
H -12.591 -13.955 5.233 0.247
H -12.003 -15.582 4.879 0.276
H -10.890 -14.175 3.671 0.294
C -0.253 -26.709 3.134 -0.816
O -0.144 -26.023 4.350 -0.111
C 0.328 -26.886 5.440 -0.836
C 0.987 -26.051 6.544 -0.519
N 0.053 -24.976 6.942 -0.080
C 0.484 -24.062 7.971 -0.957
C 1.799 -23.302 7.549 -0.538
O 1.449 -22.510 6.388 -0.088
C 2.407 -21.421 6.187 -0.873
H -0.762 -26.033 2.447 0.266
H -0.917 -27.572 3.179 0.309
H 0.688 -26.894 2.616 0.307
H 1.050 -27.648 5.148 0.432
H -0.549 -27.415 5.814 0.415
H 1.887 -25.697 6.042 0.293
H 1.157 -26.713 7.393 0.297
H -0.741 -25.511 7.264 0.256
H 0.693 -24.533 8.932 0.431
H -0.315 -23.366 8.227 0.359
H 2.628 -23.975 7.332 0.348
H 1.999 -22.687 8.427 0.399
H 2.622 -20.848 7.089 0.316
H 1.946 -20.712 5.500 0.301
H 3.419 -21.648 5.852 0.333
C -5.731 -11.125 0.737 -0.671
O -5.138 -10.771 -0.511 -0.355
C -5.075 -11.810 -1.478 -0.538
C -6.465 -12.536 -1.739 -0.666
N -7.429 -11.688 -2.412 -0.263
C -7.713 -10.325 -1.983 -0.166
C -8.774 -9.621 -2.748 -0.642
O -10.129 -9.815 -2.184 -0.315
C -11.153 -9.220 -2.955 -0.715
H -5.743 -12.182 1.000 0.340
H -6.793 -10.882 0.695 0.230
H -5.273 -10.444 1.455 0.252
H -4.282 -12.491 -1.166 0.395
H -4.748 -11.398 -2.433 0.328
H -6.861 -12.925 -0.801 0.303
H -6.243 -13.408 -2.354 0.388
H -7.318 -11.775 -3.412 0.259
H -6.801 -9.750 -2.138 0.321
H -7.945 -10.321 -0.918 0.042
H -8.736 -9.851 -3.813 0.327
H -8.585 -8.554 -2.624 0.331
H -11.005 -8.162 -3.170 0.300
H -11.986 -9.311 -2.258 0.243
H -11.343 -9.775 -3.874 0.272
C -6.996 -11.270 11.707 -1.362
C -7.967 -10.376 12.482 0.690
C -9.165 -11.156 13.074 -0.865
O -10.249 -10.245 13.334 -0.311
C -11.381 -10.866 13.919 -0.744
N -7.151 -9.705 13.465 -0.840
H -7.007 -11.027 10.644 0.294
H -7.143 -12.350 11.736 0.324
H -5.961 -11.232 12.048 0.405
H -8.353 -9.714 11.706 0.255
H -8.907 -11.705 13.980 0.395
H -9.434 -11.960 12.390 0.386
H -11.749 -11.698 13.318 0.285
H -12.187 -10.186 14.193 0.269
H -11.055 -11.212 14.900 0.316
H -6.511 -9.137 12.929 0.260
H -7.744 -8.985 13.853 0.245
C -8.569 -20.916 -8.039 -1.459
C -9.212 -21.455 -9.289 0.516
C -8.457 -21.083 -10.568 -0.618
O -8.227 -19.683 -10.790 -0.316
C -7.734 -19.279 -12.105 -0.714
N -9.303 -22.882 -9.075 -0.739
H -8.529 -19.832 -8.148 0.332
H -7.568 -21.327 -7.905 0.303
H -9.115 -21.097 -7.113 0.417
H -10.216 -21.030 -9.311 0.255
H -9.062 -21.387 -11.422 0.309
H -7.494 -21.594 -10.576 0.328
H -8.364 -19.625 -12.925 0.297
H -6.724 -19.629 -12.317 0.294
H -7.712 -18.190 -12.147 0.248
H -9.888 -23.001 -8.260 0.279
H -9.941 -23.133 -9.817 0.267
C 6.607 -12.385 12.661 -1.588
C 6.069 -13.598 12.002 0.473
C 4.654 -13.817 12.482 -0.650
O 4.138 -15.052 11.976 -0.304
C 2.830 -15.383 12.506 -0.726
N 6.230 -13.434 10.570 -0.762
H 6.059 -11.445 12.606 0.326
H 7.574 -12.065 12.272 0.406
H 6.755 -12.596 13.720 0.397
H 6.686 -14.430 12.341 0.331
H 4.063 -13.042 11.992 0.296
H 4.699 -13.792 13.570 0.369
H 2.572 -16.385 12.163 0.246
H 2.088 -14.708 12.080 0.304
H 2.760 -15.329 13.592 0.292
H 5.866 -14.293 10.182 0.320
H 5.509 -12.758 10.364 0.269
C -17.423 -23.475 1.406 -1.347
C -16.806 -24.756 1.940 0.652
C -15.395 -24.575 2.426 -0.850
O -14.829 -25.857 2.852 -0.313
C -13.474 -25.852 3.447 -0.669
N -17.742 -25.182 2.963 -0.746
H -17.096 -23.255 0.390 0.341
H -17.132 -22.694 2.109 0.323
H -18.510 -23.523 1.458 0.399
H -16.726 -25.427 1.085 0.234
H -15.380 -23.884 3.269 0.383
H -14.814 -24.056 1.664 0.338
H -13.412 -25.034 4.165 0.290
H -12.646 -25.618 2.778 0.284
H -13.309 -26.860 3.828 0.230
H -18.616 -25.195 2.458 0.225
H -17.627 -26.118 3.325 0.226
C -7.512 -26.422 10.529 -1.446
C -7.232 -27.900 10.362 0.515
C -8.515 -28.776 10.195 -0.665
O -8.140 -30.124 10.365 -0.319
C -9.234 -31.009 10.184 -0.766
N -6.331 -28.068 9.222 -0.776
H -6.664 -25.742 10.615 0.392
H -8.138 -26.294 11.413 0.364
H -8.014 -25.964 9.677 0.327
H -6.669 -28.258 11.224 0.245
H -8.936 -28.721 9.191 0.288
H -9.275 -28.323 10.833 0.393
H -10.085 -30.783 10.826 0.307
H -8.840 -32.004 10.396 0.264
H -9.583 -31.100 9.156 0.316
H -6.353 -29.038 8.938 0.287
H -6.835 -27.709 8.424 0.274
C 1.830 -11.611 5.256 -1.415
C 2.038 -10.125 5.271 0.619
C 3.293 -9.559 6.077 -0.702
O 3.131 -9.759 7.511 -0.324
C 2.277 -8.865 8.168 -0.625
N 1.904 -9.605 3.907 -0.686
H 0.937 -11.897 4.700 0.423
H 1.636 -11.941 6.277 0.289
H 2.612 -12.174 4.746 0.354
H 1.127 -9.745 5.733 0.109
H 3.292 -8.494 5.847 0.330
H 4.171 -10.077 5.690 0.343
H 2.213 -9.029 9.244 0.240
H 1.324 -9.035 7.668 0.262
H 2.626 -7.838 8.061 0.266
H 2.655 -9.976 3.343 0.245
H 1.014 -9.949 3.577 0.273
```

Output
* DFT total energy: -182638.718 eV
* Kohn-Sham gap (spin up / spin down): 5.3 / 1.2 eV
* E_LUMO (spin up / spin down): -2.538 / -6.707 eV
* energy above the lowest of the compared OMol25 structures with the same formula, charge and spin: 191.9 kcal/mol
* molar mass: 1560.1 u
* spin multiplicity: 3



Which formula does entry 2 have?
C44H108F12N10O20PdS4



What is the energy above the lowest of the compared OMol25 structures with the same formula, charge and spin in the first record?
6.2 kcal/mol